# 1
DFT (wB97M-V/def2-TZVPD) results for a molecular structure, C18H15IN5PdS.

The geometry in XYZ format:
```
41
Properties=species:S:1:pos:R:3:mulliken_spin:R:1
Pd -1.527 -0.458 0.331 1.28
N -0.649 -4.249 -1.707 0.27
C -0.610 -3.145 -0.995 -0.02
S -2.034 -2.833 0.037 1.03
N 0.474 -2.368 -1.098 0.28
N 0.408 -1.247 -0.417 0.24
C 1.443 -0.392 -0.451 -0.07
C 2.664 -0.619 -1.145 0.11
C 3.316 0.483 -1.778 0.05
C 4.478 0.291 -2.475 0.01
C 5.060 -0.985 -2.515 0.14
C 4.456 -2.075 -1.871 0.01
C 3.266 -1.910 -1.216 0.05
C 1.202 0.859 0.297 0.03
C 2.248 1.668 0.707 0.02
C 1.973 2.849 1.395 0.00
C 0.661 3.175 1.666 0.01
C -0.339 2.291 1.271 0.01
N -0.081 1.165 0.616 0.10
H -1.407 -4.917 -1.619 -0.01
H 0.101 -4.459 -2.360 -0.01
H 2.850 1.460 -1.766 0.00
H 4.946 1.115 -2.996 0.00
H 5.994 -1.128 -3.044 0.00
H 4.943 -3.041 -1.883 0.00
H 2.823 -2.740 -0.686 -0.01
H 3.272 1.377 0.517 0.00
H 2.782 3.492 1.716 0.00
H 0.401 4.084 2.191 0.00
H -1.379 2.494 1.495 0.00
I -3.306 0.642 -1.523 0.31
C -4.168 0.801 0.387 0.03
C -5.413 1.317 0.649 -0.01
C -5.801 1.328 1.987 -0.01
C -4.944 0.834 2.960 0.01
C -3.709 0.335 2.585 -0.01
N -3.326 0.323 1.298 0.13
H -6.055 1.692 -0.135 0.00
H -6.772 1.723 2.258 0.00
H -5.227 0.831 4.004 0.00
H -3.011 -0.063 3.310 0.00
```

Its charge is +3. Its energy above the lowest of the compared OMol25 structures with the same formula, charge and spin is 0.0 kcal per mole. As for the multiplicity: 5. As for the HOMO energy (spin up / spin down): -18.13 / -18.08 eV.

=====

# 2
DFT (wB97M-V/def2-TZVPD) results for 5 unconnected molecules or ions with the total composition C20H25F15O10 in a non-equilibrium geometry.

The geometry in XYZ format:
```
70
Properties=species:S:1:pos:R:3:mulliken_charge:R:1
C -3.663 1.006 1.488 -1.41
C -2.498 0.654 0.626 0.98
O -1.706 1.795 0.287 -0.35
C -0.712 1.619 -0.556 0.51
O -0.468 0.564 -1.059 -0.56
C 0.236 2.799 -0.688 0.87
F 1.430 2.433 -1.188 -0.23
F -0.277 3.733 -1.518 -0.26
F 0.486 3.322 0.539 -0.26
H -4.482 1.461 0.935 0.21
H -3.345 1.735 2.242 0.41
H -3.990 0.132 2.048 0.35
H -2.907 0.189 -0.277 0.13
H -1.807 -0.068 1.064 -0.19
C -2.083 -4.798 -3.556 -1.33
C -2.593 -4.068 -2.299 0.05
O -1.587 -3.770 -1.332 -0.28
C -1.997 -3.407 -0.154 0.33
O -3.122 -3.374 0.269 -0.58
C -0.902 -3.179 0.863 1.01
F -1.026 -4.018 1.896 -0.29
F 0.336 -3.295 0.382 -0.24
F -1.015 -1.923 1.359 -0.37
H -1.591 -5.724 -3.251 0.34
H -1.240 -4.233 -3.958 0.34
H -2.853 -4.952 -4.302 0.38
H -3.468 -4.581 -1.907 0.39
H -2.959 -3.107 -2.669 0.04
C -6.019 -1.702 -2.789 -0.92
C -6.239 -0.818 -1.593 -0.30
O -5.349 0.295 -1.587 -0.24
C -5.697 1.406 -2.203 0.25
O -6.804 1.747 -2.492 -0.53
C -4.504 2.319 -2.505 0.92
F -4.632 2.948 -3.670 -0.24
F -4.459 3.330 -1.549 -0.26
F -3.332 1.676 -2.378 -0.19
H -6.655 -2.580 -2.629 0.42
H -5.018 -2.132 -2.880 0.03
H -6.257 -1.300 -3.773 0.36
H -6.129 -1.353 -0.652 0.37
H -7.276 -0.476 -1.626 0.33
C 2.426 -1.452 5.209 -1.25
C 1.510 -1.074 4.042 -0.02
O 2.264 -0.543 2.984 -0.28
C 2.596 -1.384 1.981 0.25
O 2.638 -2.560 2.102 -0.49
C 3.077 -0.674 0.716 0.97
F 2.423 -1.233 -0.319 -0.25
F 2.803 0.622 0.688 -0.23
F 4.377 -0.905 0.557 -0.25
H 1.989 -2.112 5.961 0.37
H 2.709 -0.534 5.728 0.31
H 3.345 -1.967 4.928 0.33
H 0.732 -0.422 4.444 0.39
H 0.885 -1.920 3.738 0.15
C 7.546 4.626 2.042 -1.26
C 7.659 3.503 1.050 -0.12
O 6.521 3.439 0.183 -0.24
C 6.477 2.392 -0.614 0.33
O 7.292 1.520 -0.629 -0.53
C 5.250 2.351 -1.529 0.97
F 5.584 2.772 -2.751 -0.29
F 4.803 1.112 -1.621 -0.22
F 4.290 3.137 -1.058 -0.24
H 7.605 5.643 1.651 0.33
H 8.375 4.604 2.755 0.39
H 6.666 4.588 2.689 0.32
H 7.696 2.530 1.538 0.31
H 8.632 3.638 0.573 0.27
```

Its structure (SMILES) is CCOC(=O)C(F)(F)F.CCOC(=O)C(F)(F)F.CCOC(=O)C(F)(F)F.CCOC(=O)C(F)(F)F.CCOC(=O)C(F)(F)F. Its energy above the lowest of the compared OMol25 structures with the same formula, charge and spin is 32.8 kcal per mole. As for the multiplicity: 1. As for the HOMO energy: -11.08 eV.

=====

# 3
DFT (wB97M-V/def2-TZVPD) results for C3H6INO2 in the gas phase in a non-equilibrium geometry.

The geometry in XYZ format:
```
13
Properties=species:S:1:pos:R:3:mulliken_spin:R:1
C 0.275 -0.016 0.148 0.01
C -1.014 0.354 -2.062 0.00
C -1.003 0.489 -0.483 0.08
N -1.143 1.992 -0.154 0.28
O -0.603 2.662 -0.959 0.40
O -1.615 2.285 0.896 0.39
I -2.830 -0.404 0.303 0.83
H 0.170 0.425 1.136 0.00
H 1.163 0.555 -0.315 0.01
H 0.230 -1.064 0.133 -0.01
H -1.868 0.888 -2.420 0.01
H -1.216 -0.757 -2.304 0.01
H -0.094 0.530 -2.463 0.00
```

Its energy above the lowest of the compared OMol25 structures with the same formula, charge and spin is 84.5 kcal per mole. As for the multiplicity: 3. As for the HOMO energy (spin up / spin down): -5.79 / -9.84 eV.

=====

# 4
DFT (wB97M-V/def2-TZVPD) results for 2 unconnected molecules or ions with the total composition C2H5N3O2 in a non-equilibrium geometry.

The geometry in XYZ format:
```
12
Properties=species:S:1:pos:R:3:mulliken_charge:R:1
C 0.702 -0.373 -0.408 0.04
C -0.256 0.515 0.213 0.50
N 1.144 -0.144 -1.571 -0.59
N -0.037 -1.290 1.533 -0.14
N -1.088 1.234 -0.620 -0.59
O 0.772 -1.522 0.424 -0.27
O -0.898 -0.277 1.165 -0.22
H 0.709 1.440 0.974 0.17
H 1.730 -0.930 -1.856 0.28
H -0.526 -2.197 1.428 0.28
H -0.368 1.838 -1.151 0.29
H -1.883 1.708 -0.131 0.26
```

Its energy above the lowest of the compared OMol25 structures with the same formula, charge and spin is 159.7 kcal per mole. As for the multiplicity: 1. As for the HOMO energy: -9.11 eV.

=====

# 5
DFT (wB97M-V/def2-TZVPD) results for a molecular structure, C25H39NO3P2STi in a non-equilibrium geometry.

The geometry in XYZ format:
```
72
Properties=species:S:1:pos:R:3:mulliken_charge:R:1
Ti -3.519 -12.087 11.105 -1.39
C -1.534 -10.285 8.238 -1.43
C -2.833 -9.494 8.288 0.70
C -3.398 -9.347 6.876 -1.34
P -4.069 -10.248 9.483 1.32
C -5.319 -8.945 9.985 0.78
C -4.840 -8.252 11.270 -1.35
C -5.676 -7.910 8.921 -1.64
C -4.849 -11.667 8.596 -0.19
C -5.986 -11.489 7.805 -0.79
C -6.571 -12.581 7.151 -0.76
C -6.087 -13.877 7.307 -0.88
C -4.963 -14.091 8.106 -0.54
C -4.288 -12.985 8.675 0.48
N -3.117 -13.054 9.421 0.69
C -2.119 -13.985 9.305 0.49
C -1.852 -14.752 8.142 -0.62
C -0.771 -15.639 8.129 -0.81
C 0.031 -15.781 9.263 -0.99
C -0.139 -14.931 10.368 -0.55
C -1.233 -14.066 10.450 -0.30
P -1.441 -12.937 11.925 1.11
C -0.151 -11.611 11.759 0.71
C 1.141 -11.918 12.452 -1.46
C -0.755 -10.253 12.182 -1.19
C -1.303 -13.767 13.591 1.05
C -0.275 -14.876 13.692 -1.67
C -2.667 -14.300 14.044 -1.28
H -0.764 -9.766 7.622 0.52
H -1.672 -11.292 7.784 0.26
H -1.097 -10.425 9.224 0.16
H -2.632 -8.495 8.703 0.58
H -3.710 -10.313 6.433 0.23
H -2.584 -8.940 6.240 0.49
H -4.244 -8.638 6.833 0.31
H -6.213 -9.548 10.264 0.45
H -3.935 -7.635 11.113 0.34
H -4.632 -8.970 12.080 0.19
H -5.629 -7.577 11.629 0.45
H -4.851 -7.224 8.717 0.41
H -6.522 -7.292 9.280 0.46
H -6.025 -8.341 7.970 0.33
H -6.404 -10.489 7.668 0.29
H -7.423 -12.409 6.510 0.49
H -6.576 -14.689 6.780 0.47
H -4.575 -15.092 8.264 0.71
H -2.487 -14.625 7.259 0.57
H -0.551 -16.240 7.255 0.44
H 0.823 -16.525 9.286 0.45
H 0.569 -14.952 11.170 0.42
H 0.064 -11.593 10.660 0.27
H 1.046 -11.939 13.549 0.35
H 1.892 -11.140 12.211 0.46
H 1.566 -12.891 12.146 0.30
H -1.103 -10.270 13.234 0.32
H -1.631 -9.949 11.582 0.25
H 0.001 -9.468 12.103 0.46
H -1.023 -12.943 14.274 0.47
H -0.568 -15.777 13.149 0.42
H -0.179 -15.167 14.760 0.48
H 0.744 -14.591 13.346 0.31
H -3.110 -14.978 13.288 0.36
H -3.397 -13.507 14.264 0.16
H -2.542 -14.891 14.968 0.50
C -6.313 -12.844 14.130 -1.09
S -5.647 -12.153 12.671 1.32
O -6.635 -11.352 11.973 -0.58
O -5.163 -13.306 11.838 -0.52
O -4.441 -11.419 13.134 -0.56
H -7.404 -12.972 14.027 0.40
H -6.058 -12.171 14.969 0.37
H -5.830 -13.827 14.257 0.35
```

Its charge is +2. As for the multiplicity: 1. As for the HOMO energy (spin up / spin down): -13.97 / -13.97 eV.

=====

# 6
DFT (wB97M-V/def2-TZVPD) results for 2 unconnected molecules or ions with the total composition C4H11N3 in a non-equilibrium geometry.

The geometry in XYZ format:
```
18
Properties=species:S:1:pos:R:3:mulliken_charge:R:1
C 1.928 1.333 0.106 -1.53
C 0.738 0.397 0.309 0.62
C -0.334 1.028 1.204 -1.34
C -0.007 0.162 -1.157 0.19
N -0.225 0.560 -2.224 -0.64
H 2.718 0.854 -0.474 0.35
H 2.358 1.611 1.070 0.42
H 1.606 2.243 -0.400 0.34
H 1.127 -0.491 0.839 0.33
H -0.707 1.942 0.742 0.34
H -1.180 0.349 1.316 0.34
H 0.068 1.244 2.195 0.40
N -0.693 -1.875 -0.763 -0.42
N -1.968 -1.626 -0.162 -0.45
H 0.273 -1.509 -0.358 0.40
H -0.754 -2.411 -1.635 0.21
H -2.646 -1.317 -0.858 0.23
H -2.301 -2.492 0.251 0.22
```

Its structure (SMILES) is CC(C)C#N.NN. Its energy above the lowest of the compared OMol25 structures with the same formula, charge and spin is 97.4 kcal per mole. As for the multiplicity: 1. As for the HOMO energy: -8.46 eV.